Run i
C39H87N5O7 | ωB97M-V/def2-TZVPD

Highest occupied orbital energy in eV: -7.956
Gap between HOMO and LUMO in eV: 8.6
2S+1: 1

Cartesian coordinates (Å):
C (8.2697, 14.5389, 22.9153)
C (6.8202, 14.2209, 23.1552)
C (6.0233, 15.3420, 22.5437)
C (6.4038, 12.9467, 22.3764)
C (5.2156, 12.1762, 22.9340)
C (5.0775, 12.0620, 24.4446)
C (5.2344, 13.4191, 25.1537)
C (3.8862, 14.2161, 24.9577)
C (5.2883, 13.1769, 26.6053)
N (6.5383, 13.9708, 24.6017)
O (6.7172, 15.1566, 25.2198)
H (8.6805, 15.5110, 23.1878)
H (8.9479, 13.8091, 23.3575)
H (8.4825, 14.3872, 21.8571)
H (6.3433, 15.6390, 21.5449)
H (4.9563, 15.1193, 22.5369)
H (6.1540, 16.2114, 23.1879)
H (6.0771, 13.3162, 21.4044)
H (7.3144, 12.3477, 22.3863)
H (4.3634, 12.7354, 22.5478)
H (5.1781, 11.2083, 22.4343)
H (5.8600, 11.3411, 24.6816)
H (4.2588, 11.4738, 24.8592)
H (3.0213, 13.5730, 24.7950)
H (4.1047, 14.9806, 24.2121)
H (3.5467, 14.8596, 25.7694)
H (6.1196, 12.5047, 26.8176)
H (4.3312, 12.7214, 26.8597)
H (5.4425, 14.1002, 27.1638)
H (7.4895, 14.9281, 25.7422)
C (7.2184, 18.0923, 26.9608)
C (8.6193, 18.6798, 26.6434)
C (8.5475, 20.1634, 26.5535)
C (9.4324, 18.1863, 27.8148)
C (10.9024, 18.3144, 27.6933)
C (11.4211, 17.7516, 26.2970)
C (10.5665, 18.1420, 25.0910)
C (11.0011, 19.5674, 24.5959)
C (10.9451, 17.2450, 23.8223)
N (9.1841, 18.0652, 25.4135)
O (8.3553, 18.2586, 24.3468)
H (7.2230, 17.0058, 27.0481)
H (6.8344, 18.5248, 27.8847)
H (6.4548, 18.3026, 26.2120)
H (8.2203, 20.5398, 27.5227)
H (9.5461, 20.5839, 26.6726)
H (8.1375, 20.5391, 25.6160)
H (9.0265, 18.7076, 28.6818)
H (9.2371, 17.1157, 27.8747)
H (11.3277, 19.3145, 27.7775)
H (11.3728, 17.7577, 28.5038)
H (11.3322, 16.6723, 26.4211)
H (12.4868, 17.8897, 26.1145)
H (11.9761, 19.4563, 24.1212)
H (11.0532, 20.2580, 25.4375)
H (10.2560, 20.0431, 23.9583)
H (10.7378, 16.1978, 24.0424)
H (12.0235, 17.2080, 23.6677)
H (10.3549, 17.6909, 23.0217)
H (8.0416, 17.3652, 24.1889)
C (1.9672, 22.2217, 22.2508)
C (2.5954, 20.9208, 22.9247)
C (1.5677, 19.7912, 22.6232)
C (3.8255, 20.6572, 22.0720)
C (4.6539, 19.5346, 22.6629)
C (4.9750, 19.6791, 24.1429)
C (3.8337, 20.0868, 25.0359)
C (2.9350, 18.9605, 25.4773)
C (4.5848, 20.8408, 26.2182)
N (2.9632, 21.1071, 24.3529)
O (1.9937, 21.6960, 25.1715)
H (1.5947, 22.0912, 21.2348)
H (1.2436, 22.6583, 22.9392)
H (2.6001, 23.1074, 22.1937)
H (0.9564, 19.8341, 21.7218)
H (1.9669, 18.8040, 22.8559)
H (0.7628, 19.9465, 23.3417)
H (3.5269, 20.4336, 21.0479)
H (4.3469, 21.6095, 21.9755)
H (4.1586, 18.5862, 22.4552)
H (5.5293, 19.5034, 22.0142)
H (5.5925, 20.5773, 24.1525)
H (5.3944, 18.6898, 24.3255)
H (2.1105, 18.7383, 24.7999)
H (2.3215, 19.4307, 26.2458)
H (3.4659, 18.0971, 25.8784)
H (5.2215, 21.6503, 25.8614)
H (5.3015, 20.2970, 26.8336)
H (3.7766, 21.2340, 26.8350)
H (2.3082, 22.5799, 25.3754)
C (7.2048, 21.6106, 16.8512)
O (6.4129, 20.5429, 17.3646)
C (7.1580, 19.3746, 17.8267)
C (6.3205, 18.5718, 18.8637)
N (5.0936, 18.0683, 18.1855)
C (4.1562, 17.3550, 19.1011)
C (2.9097, 16.8686, 18.4059)
O (2.2380, 18.0896, 17.9880)
C (0.8236, 17.9743, 17.7415)
H (6.7022, 22.2799, 16.1529)
H (8.0966, 21.3927, 16.2635)
H (7.4909, 22.0781, 17.7934)
H (8.0304, 19.7929, 18.3287)
H (7.5383, 18.8306, 16.9621)
H (6.0680, 19.2705, 19.6613)
H (6.8806, 17.7736, 19.3509)
H (4.5710, 18.8628, 17.8452)
H (3.7951, 17.9908, 19.9095)
H (4.6482, 16.5282, 19.6134)
H (2.3291, 16.4205, 19.2123)
H (3.0532, 16.1888, 17.5660)
H (0.3093, 18.9162, 17.9319)
H (0.4244, 17.0960, 18.2488)
H (0.8325, 17.6481, 16.7014)
C (10.6432, 13.3352, 25.3179)
O (10.1119, 13.7811, 26.5765)
C (9.5298, 12.7358, 27.2461)
C (8.8335, 13.1776, 28.5791)
N (9.7582, 14.0414, 29.4629)
C (8.9357, 14.7705, 30.4491)
C (9.9620, 15.5940, 31.3447)
O (10.3893, 16.7008, 30.6262)
C (10.8903, 17.8007, 31.3692)
H (10.8286, 14.2023, 24.6840)
H (9.8135, 12.8537, 24.8003)
H (11.5104, 12.6778, 25.3801)
H (8.7621, 12.2361, 26.6554)
H (10.2764, 11.9959, 27.5347)
H (7.8908, 13.6994, 28.4147)
H (8.5800, 12.3276, 29.2126)
H (10.1417, 14.7901, 28.9038)
H (8.1212, 15.4536, 30.2083)
H (8.5792, 14.0563, 31.1913)
H (9.4608, 16.0314, 32.2082)
H (10.7822, 14.9685, 31.6970)
H (10.7432, 17.7956, 32.4493)
H (10.5729, 18.7540, 30.9465)
H (11.9724, 17.6945, 31.4454)

=====

Run ii
C39H87N5O7 | ωB97M-V/def2-TZVPD

Highest occupied orbital energy in eV: -7.870
Gap between HOMO and LUMO in eV: 8.3
2S+1: 1

Cartesian coordinates (Å):
C (0.7089, -11.4983, -10.9566)
C (0.0928, -12.8159, -10.3336)
C (0.9535, -13.9580, -10.8316)
C (0.1842, -12.7401, -8.8024)
C (-0.8390, -11.7219, -8.1182)
C (-2.2852, -11.9107, -8.6749)
C (-2.4496, -12.0095, -10.2346)
C (-3.8844, -12.4965, -10.4030)
C (-2.4340, -10.6382, -10.8387)
N (-1.3584, -12.9393, -10.7013)
O (-1.3977, -13.1322, -12.0936)
H (0.5602, -10.6354, -10.3074)
H (1.7661, -11.7166, -11.1074)
H (0.4087, -11.1927, -11.9589)
H (1.1819, -13.8196, -11.8884)
H (1.9160, -13.9952, -10.3214)
H (0.3889, -14.8853, -10.7343)
H (0.2392, -13.7984, -8.5476)
H (1.1636, -12.3316, -8.5533)
H (-0.8276, -12.1636, -7.1218)
H (-0.5542, -10.6754, -8.0097)
H (-2.9478, -11.1380, -8.2849)
H (-2.6619, -12.8482, -8.2659)
H (-4.1216, -13.3750, -9.8028)
H (-3.9090, -12.9436, -11.3968)
H (-4.6196, -11.6921, -10.4214)
H (-2.2594, -10.7387, -11.9100)
H (-1.6271, -10.0236, -10.4398)
H (-3.3638, -10.0724, -10.8972)
H (-1.7338, -14.0299, -12.1454)
C (-5.7456, -19.2934, -6.2623)
C (-4.1898, -19.1867, -6.1001)
C (-3.5574, -20.5644, -5.6275)
C (-3.5513, -18.8189, -7.4688)
C (-3.8329, -17.3778, -7.9234)
C (-3.1886, -16.4227, -6.9562)
C (-3.6975, -16.6472, -5.5565)
C (-2.7981, -15.8696, -4.4712)
C (-5.1837, -16.0923, -5.4470)
N (-3.5818, -18.1295, -5.1931)
O (-3.9855, -18.3623, -3.9447)
H (-6.1826, -19.1596, -5.2727)
H (-6.2317, -18.5551, -6.9001)
H (-6.0712, -20.3010, -6.5207)
H (-4.0593, -20.9115, -4.7244)
H (-3.7017, -21.3721, -6.3451)
H (-2.5026, -20.4779, -5.3667)
H (-2.4778, -18.8757, -7.2891)
H (-3.6960, -19.5862, -8.2293)
H (-3.4745, -17.2524, -8.9451)
H (-4.8725, -17.1648, -8.1723)
H (-3.2759, -15.4103, -7.3505)
H (-2.1072, -16.5591, -6.9641)
H (-3.2780, -15.7665, -3.4980)
H (-2.3568, -14.9633, -4.8861)
H (-1.9503, -16.5177, -4.2491)
H (-5.0145, -15.0200, -5.5449)
H (-5.6275, -16.1781, -4.4551)
H (-5.8355, -16.3642, -6.2772)
H (-3.2358, -18.6960, -3.4464)
C (-12.3670, -9.3905, -11.5551)
C (-13.2859, -10.6075, -11.3870)
C (-14.7322, -10.1494, -11.1892)
C (-13.1933, -11.5041, -12.6594)
C (-13.5783, -12.9476, -12.4698)
C (-12.6666, -13.3934, -11.2964)
C (-12.7304, -12.6703, -9.9876)
C (-14.0358, -13.1219, -9.3498)
C (-11.5167, -13.1243, -9.2262)
N (-12.7081, -11.2266, -10.1527)
O (-12.6885, -10.4292, -8.9861)
H (-12.4863, -8.8480, -12.4930)
H (-11.2915, -9.5191, -11.4333)
H (-12.5743, -8.6375, -10.7947)
H (-14.9424, -9.5423, -10.3087)
H (-15.3350, -11.0392, -11.0077)
H (-15.2250, -9.7488, -12.0751)
H (-13.8576, -11.1424, -13.4443)
H (-12.1569, -11.4936, -12.9969)
H (-13.6061, -13.5509, -13.3771)
H (-14.6049, -12.8114, -12.1295)
H (-11.6456, -13.3496, -11.6757)
H (-12.9262, -14.4406, -11.1417)
H (-14.2990, -12.3547, -8.6217)
H (-14.8450, -13.2664, -10.0657)
H (-14.0484, -14.1496, -8.9869)
H (-11.2400, -12.6178, -8.3015)
H (-11.6178, -14.1576, -8.8943)
H (-10.5858, -12.8558, -9.7256)
H (-11.7489, -10.2768, -8.8614)
C (-12.8295, -6.5468, -7.6161)
O (-11.4789, -6.4561, -7.2045)
C (-10.6331, -5.7968, -8.1402)
C (-9.6499, -4.8189, -7.4278)
N (-10.0368, -3.3949, -7.3575)
C (-8.9599, -2.4614, -6.9106)
C (-8.4440, -2.9523, -5.5063)
O (-9.5874, -3.3916, -4.8077)
C (-9.3842, -3.6057, -3.4225)
H (-12.7963, -7.2588, -8.4408)
H (-13.3034, -5.6127, -7.9178)
H (-13.3763, -6.9196, -6.7500)
H (-11.2595, -5.1682, -8.7732)
H (-10.0905, -6.4602, -8.8136)
H (-8.6755, -4.9678, -7.8932)
H (-9.6006, -5.1415, -6.3878)
H (-10.7058, -3.4325, -6.6018)
H (-9.3225, -1.4569, -6.6928)
H (-8.1291, -2.4751, -7.6160)
H (-8.1042, -2.0804, -4.9474)
H (-7.6974, -3.7444, -5.5618)
H (-10.3320, -3.9121, -2.9799)
H (-9.0998, -2.6950, -2.8955)
H (-8.7998, -4.4759, -3.1235)
C (-7.2662, -14.4514, -8.4961)
O (-7.7397, -14.1065, -7.1580)
C (-7.3221, -12.8674, -6.6809)
C (-7.4892, -11.6323, -7.5698)
N (-8.8826, -11.2575, -7.8520)
C (-9.0811, -9.8889, -8.3171)
C (-8.4363, -9.5562, -9.7137)
O (-8.9080, -8.3702, -10.2533)
C (-8.0237, -7.6139, -11.1196)
H (-7.9310, -13.8439, -9.1101)
H (-7.4096, -15.5085, -8.7202)
H (-6.1946, -14.3481, -8.6669)
H (-6.2877, -12.9828, -6.3570)
H (-7.9028, -12.6351, -5.7882)
H (-7.0598, -11.7469, -8.5650)
H (-6.8660, -10.8016, -7.2386)
H (-9.6395, -11.7044, -7.3544)
H (-8.8133, -9.1760, -7.5374)
H (-10.1654, -9.7796, -8.3392)
H (-8.6355, -10.3706, -10.4103)
H (-7.3662, -9.5647, -9.5066)
H (-7.3264, -6.9423, -10.6187)
H (-8.6523, -7.0704, -11.8250)
H (-7.3288, -8.2432, -11.6756)

=====

Most stable pick: run i. Distance to second place: 0.305 eV.

=====

Run i
C37H48N9O | ωB97M-V/def2-TZVPD

Highest occupied orbital energy in eV: -5.807
Charge: -1
Gap between HOMO and LUMO in eV: 8.4
2S+1: 1

Cartesian coordinates (Å):
C (-0.3152, 0.9131, 0.7695)
O (-0.4502, -0.4429, 1.0515)
H (-1.0082, 1.3971, 1.4325)
H (-0.9032, 0.8931, -0.1985)
H (0.7848, 1.0901, 1.0215)
N (1.5098, -1.0959, -0.8335)
C (2.1468, -2.4019, -0.7135)
C (2.9608, -2.5209, -1.7355)
C (2.7018, -1.3879, -2.6995)
C (1.7348, -0.5389, -2.1115)
H (0.8008, -1.0499, -0.1645)
H (2.1288, -2.9389, 0.2045)
H (3.7258, -3.2729, -2.0165)
H (3.0328, -1.1659, -3.7525)
H (1.4268, 0.3341, -2.3125)
N (-2.3502, 5.3431, 1.6635)
C (-3.4622, 6.1411, 1.2955)
C (-4.1832, 5.4271, 0.3865)
C (-3.6702, 3.9281, 0.5745)
C (-2.4812, 3.9821, 1.2945)
H (-1.5542, 5.4091, 2.3405)
H (-3.6002, 7.2361, 1.5425)
H (-5.1412, 5.7341, -0.0905)
H (-4.1032, 3.0031, 0.2625)
H (-1.5922, 3.4061, 1.4665)
N (3.9638, 0.3921, 0.0785)
C (5.1018, 0.5251, -0.5725)
C (5.8988, 1.2341, 0.2785)
C (5.1128, 1.7201, 1.5205)
C (3.8938, 1.1181, 1.3825)
H (3.3498, -0.3609, -0.3115)
H (5.3238, -0.0579, -1.4095)
H (6.9778, 1.1541, 0.0855)
H (5.2998, 2.4601, 2.3965)
H (3.0178, 1.0411, 1.9505)
N (1.0368, -1.7029, 2.8555)
C (0.3538, -2.1539, 4.0305)
C (1.2748, -2.7119, 4.7075)
C (2.6328, -2.7799, 3.8525)
C (2.3708, -1.9549, 2.8295)
H (0.3738, -1.2779, 2.1045)
H (-0.6462, -2.0019, 4.0535)
H (1.2148, -3.3339, 5.6435)
H (3.6468, -3.4409, 3.8705)
H (3.0888, -1.8639, 2.1135)
N (-1.7522, 1.0031, -3.4795)
C (-1.7162, 0.8371, -4.8725)
C (-1.6992, 2.1981, -5.3215)
C (-1.5442, 3.0701, -4.1525)
C (-1.8442, 2.2521, -3.0395)
H (-1.9232, 0.2341, -2.7175)
H (-1.3922, -0.0499, -5.2825)
H (-1.5652, 2.4031, -6.6405)
H (-1.3952, 4.0291, -4.1355)
H (-2.0642, 2.4961, -2.0245)
N (-1.8222, -1.2829, -1.0905)
C (-3.1702, -0.9759, -1.2735)
C (-3.5772, -1.6429, -2.3685)
C (-2.4002, -2.5829, -2.8115)
C (-1.3942, -2.1989, -2.0395)
H (-1.2112, -0.9119, -0.4105)
H (-3.6762, -0.3139, -0.8915)
H (-4.6162, -1.5759, -2.9565)
H (-2.1802, -3.4209, -3.5745)
H (-0.4192, -2.5559, -2.0785)
N (2.6908, 2.8371, -0.8895)
C (3.7348, 3.5451, -1.4595)
C (3.0228, 4.4421, -2.3385)
C (1.5958, 3.9471, -2.3625)
C (1.4648, 3.0101, -1.4265)
H (2.9568, 2.0451, -0.3945)
H (4.7188, 3.2601, -1.3845)
H (3.3938, 5.0511, -3.2305)
H (0.7488, 4.3251, -3.0425)
H (0.7308, 2.4051, -0.9775)
N (0.5378, -4.3749, 1.7535)
C (0.8468, -5.6049, 1.8615)
C (0.0768, -6.3069, 0.9615)
C (-0.6692, -5.3109, 0.3155)
C (-0.2732, -4.0579, 0.7155)
H (0.8458, -3.5369, 2.2095)
H (1.7418, -5.9739, 2.7835)
H (0.0678, -7.2789, 0.8525)
H (-1.4452, -5.4599, -0.4815)
H (-0.6702, -3.1769, 0.4325)
N (-2.6492, -0.6609, 2.3145)
C (-3.4972, 0.3541, 2.6555)
C (-4.5792, -0.2009, 3.2315)
C (-4.3372, -1.7619, 3.0475)
C (-3.1972, -1.9279, 2.3985)
H (-1.8202, -0.5669, 1.7135)
H (-3.2502, 1.4721, 2.4605)
H (-5.4072, 0.2691, 3.8555)
H (-4.9232, -2.4979, 3.4285)
H (-2.5192, -2.7039, 2.0165)

=====

Run ii
C37H48N9O | ωB97M-V/def2-TZVPD

Highest occupied orbital energy in eV: -5.259
Charge: -1
Gap between HOMO and LUMO in eV: 7.8
2S+1: 1

Cartesian coordinates (Å):
C (-0.0801, 0.0196, 0.5660)
O (-1.1083, 0.6682, -0.0524)
H (0.7396, 0.1636, -0.1026)
H (-0.4010, -1.0130, 0.6580)
H (0.1603, 0.4493, 1.4840)
N (-1.3722, 2.5034, 1.9181)
C (-1.8988, 3.7918, 1.7251)
C (-2.0771, 4.3607, 3.1165)
C (-1.4864, 3.3597, 3.9345)
C (-1.1355, 2.2890, 3.2260)
H (-1.2929, 1.7190, 1.2440)
H (-2.0345, 4.1552, 0.7672)
H (-2.4748, 5.2821, 3.4107)
H (-1.3294, 3.3911, 4.9998)
H (-0.7630, 1.3251, 3.5960)
N (-2.8098, -1.3724, -0.3693)
C (-3.1301, -2.4613, 0.4372)
C (-3.9109, -3.3274, -0.2464)
C (-3.9128, -2.9337, -1.6065)
C (-3.2088, -1.5352, -1.6501)
H (-2.3312, -0.4849, -0.0696)
H (-2.9012, -2.5493, 1.5217)
H (-4.3741, -4.2405, 0.1064)
H (-4.4859, -3.4108, -2.3851)
H (-3.0427, -0.7920, -2.3565)
N (-0.8073, 0.1744, -2.6020)
C (-0.4719, -0.9717, -3.2866)
C (-0.4561, -0.6486, -4.6288)
C (-0.8017, 0.7197, -4.8286)
C (-1.1327, 1.2733, -3.4582)
H (-0.8391, 0.3147, -1.5195)
H (-0.2621, -1.8641, -2.7166)
H (-0.1939, -1.2707, -5.4794)
H (-0.8647, 1.3355, -5.7078)
H (-1.3488, 2.2709, -3.1260)
N (3.5644, -0.0960, 1.4224)
C (4.3282, -0.8785, 0.5937)
C (4.1047, -2.2494, 1.1592)
C (3.0005, -2.0646, 2.0080)
C (2.5919, -0.7864, 2.1012)
H (3.4980, 0.9372, 1.2867)
H (4.8424, -0.5381, -0.2776)
H (4.5951, -3.1319, 0.8584)
H (2.4693, -2.8230, 2.5370)
H (1.6602, -0.3999, 2.5694)
N (-3.1691, 1.9688, -0.7782)
C (-4.4617, 1.5070, -0.7003)
C (-5.2790, 2.7549, -1.1628)
C (-4.3433, 3.6788, -1.6847)
C (-3.0837, 3.2345, -1.3610)
H (-2.3447, 1.4749, -0.4570)
H (-4.7499, 0.5741, -0.2081)
H (-6.3453, 2.7472, -1.1624)
H (-4.5386, 4.6207, -2.1725)
H (-2.1255, 3.7216, -1.5531)
N (1.9248, 0.6289, -2.8555)
C (2.9080, -0.0520, -2.1696)
C (4.1361, 0.3944, -2.5708)
C (3.9227, 1.5128, -3.4233)
C (2.4647, 1.7224, -3.5068)
H (0.9358, 0.3901, -2.8066)
H (2.6123, -0.8375, -1.5103)
H (5.0595, -0.0137, -2.3312)
H (4.5988, 2.1723, -3.8525)
H (1.9282, 2.5872, -3.9604)
N (-0.5884, -3.8397, -0.9636)
C (-0.4390, -4.6727, -2.0383)
C (0.8989, -4.8672, -2.3184)
C (1.6532, -4.0337, -1.3998)
C (0.6106, -3.3357, -0.5037)
H (-1.4779, -3.5528, -0.6462)
H (-1.3325, -5.0773, -2.5180)
H (1.2046, -5.4991, -3.1549)
H (2.7195, -3.7013, -1.3457)
H (0.7075, -2.6148, 0.3007)
N (-0.4312, -1.0845, 4.7269)
C (-0.8305, -1.4554, 3.4445)
C (-0.0490, -2.6817, 3.0554)
C (0.7872, -2.9016, 4.2302)
C (0.6135, -1.8917, 5.1160)
H (-0.8735, -0.2913, 5.2814)
H (-1.5451, -0.8602, 2.8965)
H (-0.0907, -3.2962, 2.1523)
H (1.5377, -3.7336, 4.3598)
H (1.0842, -1.7400, 6.0755)
N (1.8665, 2.4656, 0.9248)
C (2.9392, 2.6274, 0.0449)
C (4.0173, 3.0192, 0.9622)
C (3.4860, 3.1346, 2.2535)
C (2.2187, 2.6658, 2.2729)
H (0.9119, 2.2056, 0.5744)
H (2.9406, 2.4230, -1.0197)
H (5.0102, 3.2127, 0.5849)
H (4.0308, 3.4198, 3.0654)
H (1.5549, 2.5091, 3.0356)

=====

Most stable pick: run ii. Distance to second place: 7.738 eV.

=====

Run i
C3H3O2P | ωB97M-V/def2-TZVPD

Highest occupied orbital energy in eV: -8.597
Gap between HOMO and LUMO in eV: 8.2
2S+1: 1

Cartesian coordinates (Å):
C (-1.4747, 0.8971, 1.0517)
O (-0.5340, 0.4490, 0.1449)
C (-0.0698, -0.7682, 0.2658)
P (1.1865, -0.6537, -1.1381)
C (2.5319, -1.4375, -1.7112)
O (3.5240, -1.4258, -2.3096)
H (-1.3395, 0.6440, 2.0583)
H (-2.4077, 0.3606, 0.7316)
H (-1.4166, 1.9345, 0.9066)

=====

Run ii
C3H3O2P | ωB97M-V/def2-TZVPD

Highest occupied orbital energy in eV: -7.183
Gap between HOMO and LUMO in eV: 6.9
2S+1: 1

Cartesian coordinates (Å):
C (-0.4999, -1.1883, 0.0912)
C (-2.8008, 0.7566, -0.0439)
C (-0.3808, 0.3875, 0.0922)
O (-3.9572, 0.8538, 0.0918)
O (-1.6373, 1.2345, -0.0634)
P (-1.8185, -2.1622, -0.0764)
H (0.4523, -1.4349, 0.3759)
H (0.0301, 0.6752, 1.0186)
H (0.3042, 0.8248, -0.7382)

=====

Most stable pick: run ii. Distance to second place: 0.946 eV.